Entry from the Open Molecules 2025 dataset: C9H7NO3 in the gas phase in a non-equilibrium geometry (ωB97M-V/def2-TZVPD).

XYZ file:
```
20
Properties=species:S:1:pos:R:3
C -1.72 -1.08 0.11
C -0.45 -1.66 0.14
C 0.80 -0.79 -0.01
C 1.98 -1.53 -0.16
C 3.16 -0.76 -0.06
C 3.11 0.75 -0.08
C 1.85 1.35 0.10
C 0.76 0.54 0.12
C -0.57 1.16 -0.01
H -2.49 2.00 -0.21
H -0.40 -2.34 -0.65
H -0.37 -2.24 1.13
H 2.09 -2.63 -0.33
H 4.15 -1.26 -0.06
H 4.02 1.35 -0.03
H 1.67 2.40 0.33
N -1.65 0.28 -0.17
O -2.81 1.01 -0.25
O -2.74 -1.75 0.09
O -0.77 2.35 0.16
```

The HOMO-LUMO gap comes out at 9.36 eV. The HOMO energy comes out at -9.515 eV. The value obtained for the strongest force on any atom is 4.289 eV/A. The value obtained for the LUMO energy is -0.0058 hartree. Its structure (SMILES) is O=C1Cc2ccccc2C(=O)N1O. The energy relative to the best compared isomer or geometry (same formula, charge and spin) is 181.16 kJ/mol.